# 1
The following is a DFT calculation (ωB97M-V/def2-TZVPD) of C16H10Co2O7S as an isolated structure at a distorted geometry.

```
36
C16H10Co2O7S | OMol25 | ωB97M-V/def2-TZVPD
C 2.20 -0.60 -6.74
O 1.14 0.18 -6.18
C 1.20 0.42 -4.84
C 0.15 1.19 -4.25
C 0.18 1.47 -2.90
C 1.25 0.99 -2.07
S 1.38 1.36 -0.46
C 2.28 0.21 -2.68
C 2.27 -0.07 -4.03
H 1.95 -0.69 -7.80
H 3.17 -0.11 -6.61
H 2.24 -1.59 -6.28
H -0.66 1.55 -4.91
H -0.61 2.06 -2.44
H 3.09 -0.15 -2.06
H 3.07 -0.66 -4.47
O -3.17 3.22 4.13
C -2.60 2.25 4.39
Co -1.72 0.73 4.66
C -0.07 1.09 5.17
O 1.04 1.28 5.45
C -2.35 -0.18 6.01
O -2.78 -0.86 6.87
C -2.11 -0.61 3.26
C -1.24 0.26 2.54
C -1.30 1.25 1.60
Co -0.66 -1.73 2.85
C 1.09 -1.50 2.93
O 2.23 -1.27 3.00
C -1.07 -2.43 1.26
O -1.38 -2.78 0.21
C -0.98 -2.89 4.14
O -1.23 -3.58 5.05
H -3.11 -0.75 2.86
H -0.56 1.25 0.77
H -2.31 1.72 1.56
```

The LUMO energy comes out at -3.73 eV. As for the total charge: 0. The gap between HOMO and LUMO is 2.47 eV.



# 2
The following is a DFT calculation (ωB97M-V/def2-TZVPD) of C16H10CuF3N3O9Te as an isolated structure.

```
43
C16H10CuF3N3O9Te | OMol25 | ωB97M-V/def2-TZVPD
Cu 1.91 -0.34 -0.63
O 1.82 5.20 -5.43
N 0.82 4.97 -4.77
O -0.12 5.74 -4.68
C 0.76 3.73 -4.02
C -0.37 3.44 -3.27
C -0.39 2.28 -2.55
C 0.64 1.27 -2.59
O 0.47 0.15 -2.04
C 1.78 1.67 -3.38
C 1.83 2.85 -4.08
N 2.95 0.81 -3.49
O 3.03 -0.17 -2.77
O 3.81 1.11 -4.30
N -1.57 2.01 -1.74
O -1.41 1.53 -0.64
O -2.66 2.28 -2.23
H -1.22 4.12 -3.24
H 2.70 3.09 -4.67
C -2.19 -1.59 0.65
Te -0.08 -1.97 0.77
C -0.48 -1.83 2.87
C -1.92 -2.24 3.03
C -2.42 -2.72 4.23
C -3.75 -3.09 4.35
C -4.60 -2.97 3.26
C -4.10 -2.48 2.05
C -2.77 -2.12 1.93
H -2.63 -2.07 -0.23
H -2.33 -0.51 0.56
H -0.33 -0.80 3.19
H 0.22 -2.46 3.41
H -1.75 -2.82 5.08
H -4.12 -3.48 5.29
H -5.64 -3.26 3.34
H -4.76 -2.39 1.20
F 4.25 -0.95 3.88
C 4.60 -0.90 2.59
F 5.49 -1.89 2.39
F 5.24 0.25 2.40
C 3.36 -1.10 1.66
O 2.61 -2.01 1.97
O 3.35 -0.32 0.67
```

The LUMO energy comes out at 1.50 eV. As for the total charge: -1. The energy relative to the best compared isomer or geometry (same formula, charge and spin) comes out at 0.0 kcal per mole. The gap between HOMO and LUMO is 6.55 eV.